No. 1
Density functional theory data (the ωB97M-V functional and the def2-TZVPD basis) for C29H28CrFN10O7 as an isolated structure.

Element x y z (Å)
1 Cr -0.2321 -0.3022 0.1340
2 C -0.9763 -2.9857 -8.2426
3 O -0.9564 -1.6475 -7.7711
4 C -2.0583 -1.2028 -7.1217
5 C -1.9505 0.0483 -6.5126
6 C -2.9985 0.5569 -5.7775
7 C -4.1938 -0.1633 -5.6556
8 C -4.3256 -1.3545 -6.3441
9 C -3.2593 -1.8966 -7.0557
10 N -5.3648 0.3184 -4.9584
11 N -5.3199 0.9310 -3.8704
12 C -4.1778 0.9585 -2.9998
13 C -3.8149 2.1827 -2.5104
14 C -2.6558 2.3775 -1.7337
15 C -1.8910 1.3051 -1.3607
16 O -0.7606 1.3748 -0.6680
17 C -2.3565 0.0090 -1.7174
18 N -1.6143 -1.0193 -1.1968
19 C -1.9420 -2.2553 -1.5018
20 C -3.0726 -2.5526 -2.2736
21 C -3.8453 -1.5382 -2.7685
22 C -3.4708 -0.1935 -2.5444
23 H 0.0212 -3.1909 -8.6168
24 H -1.6953 -3.1149 -9.0544
25 H -1.2121 -3.6834 -7.4364
26 H -1.0264 0.6034 -6.6294
27 H -2.9070 1.5293 -5.3143
28 H -5.2742 -1.8813 -6.2970
29 H -3.3856 -2.8425 -7.5660
30 H -4.4174 3.0346 -2.8062
31 H -2.3626 3.3687 -1.4109
32 H -1.3336 -3.0453 -1.0906
33 H -3.3361 -3.5881 -2.4455
34 H -4.7470 -1.7694 -3.3170
35 F 1.4324 -2.6803 5.7639
36 C 2.0773 -2.9082 4.6202
37 C 1.4470 -3.4218 3.5672
38 N 2.0936 -3.6640 2.3655
39 C 1.3108 -4.1242 1.2133
40 C 0.2430 -3.0767 0.9519
41 O -0.8995 -3.2552 1.3288
42 O 0.7463 -1.9975 0.4007
43 C 3.4388 -3.3814 2.1955
44 O 4.0384 -3.5543 1.1540
45 N 4.0514 -2.8722 3.3253
46 C 3.4948 -2.5763 4.5732
47 O 4.1536 -2.1048 5.4680
48 H 0.3912 -3.6606 3.6013
49 H 0.8432 -5.0816 1.4233
50 H 1.9964 -4.2028 0.3785
51 H 5.0343 -2.6725 3.2248
52 C 0.8674 1.6828 2.1477
53 N 1.3746 0.7026 1.1202
54 C 2.1364 1.4939 0.0910
55 N 3.2301 2.2395 0.6843
56 C 2.6779 3.1566 1.6920
57 N 1.9580 2.4319 2.7452
58 C 2.8901 1.4939 3.3830
59 N 3.4443 0.5412 2.4106
60 C 2.3568 -0.2058 1.8076
61 C 4.1357 1.3020 1.3633
62 H 0.3334 1.1273 2.9119
63 H 0.1727 2.3566 1.6516
64 H 1.4424 2.1762 -0.3918
65 H 2.5391 0.7996 -0.6496
66 H 1.9953 3.8547 1.2053
67 H 3.4961 3.7175 2.1418
68 H 2.3676 0.9435 4.1670
69 H 3.7086 2.0550 3.8322
70 H 1.8203 -0.7598 2.5773
71 H 2.7525 -0.9067 1.0789
72 H 4.5505 0.6081 0.6299
73 H 4.9514 1.8643 1.8158
74 O -3.5027 0.6852 2.5516
75 C -2.5016 0.3359 2.0251
76 N -1.4734 -0.0129 1.5253

The value obtained for the molar mass is 699.60 g/mol. The energy comes out at -90902.024 eV. As for the expectation value of S²: 3.775. The value obtained for the LUMO energy (alpha / beta) is -1.053 / -0.888 eV. Its spin multiplicity is 4. As for the net charge: 0. The energy above the lowest of the compared OMol25 structures with the same formula, charge and spin is 94.07 kJ/mol.


No. 2
Density functional theory data (the ωB97M-V functional and the def2-TZVPD basis) for C29H28CrFN10O7 as an isolated structure.

Element x y z (Å)
1 Cr -0.2027 0.2393 0.0139
2 C 3.0257 -6.4827 0.1090
3 O 1.7624 -7.1037 -0.0638
4 C 0.7546 -6.7096 0.7523
5 C 0.8870 -5.7525 1.7562
6 C -0.2182 -5.3947 2.5169
7 C -1.4546 -5.9898 2.2994
8 C -1.5557 -6.9947 1.3422
9 C -0.4731 -7.3378 0.5583
10 N -2.6386 -5.7491 3.0888
11 N -2.9258 -4.6265 3.5304
12 C -2.2687 -3.4424 3.0602
13 C -1.8281 -2.5566 4.0047
14 C -1.0934 -1.3975 3.6799
15 C -0.8342 -1.0922 2.3673
16 O -0.1437 -0.0490 1.9461
17 C -1.3773 -1.9621 1.3709
18 N -1.1407 -1.5637 0.0817
19 C -1.6833 -2.2394 -0.9096
20 C -2.5049 -3.3511 -0.6808
21 C -2.7235 -3.7814 0.5984
22 C -2.1221 -3.1049 1.6842
23 H 3.6818 -6.9205 -0.6364
24 H 3.4306 -6.6767 1.1046
25 H 2.9624 -5.4039 -0.0529
26 H 1.8386 -5.2819 1.9569
27 H -0.0991 -4.6626 3.3045
28 H -2.5095 -7.4928 1.2119
29 H -0.5484 -8.1031 -0.2036
30 H -2.0137 -2.8053 5.0436
31 H -0.7355 -0.7348 4.4576
32 H -1.4763 -1.8827 -1.9087
33 H -2.9624 -3.8520 -1.5222
34 H -3.3755 -4.6254 0.7770
35 F -4.5226 2.3074 4.2902
36 C -4.3874 2.8165 3.0636
37 C -3.1892 3.1031 2.5638
38 N -3.0253 3.6593 1.3076
39 C -1.6948 3.7642 0.7458
40 C -1.1256 2.4127 0.3974
41 O 0.1209 2.2832 0.2005
42 O -1.8793 1.4047 0.3219
43 C -4.1055 3.8908 0.4732
44 O -3.9959 4.3380 -0.6467
45 N -5.3288 3.5850 1.0365
46 C -5.6051 3.0466 2.2945
47 O -6.7326 2.8158 2.6555
48 H -2.2881 2.9143 3.1319
49 H -1.0226 4.2620 1.4423
50 H -1.7607 4.3559 -0.1648
51 H -6.1284 3.7584 0.4444
52 C 2.5316 0.5062 1.1376
53 N 1.8894 -0.1874 -0.0422
54 C 2.5504 0.3539 -1.2818
55 N 3.9863 0.1482 -1.2513
56 C 4.5479 0.8180 -0.0769
57 N 3.9672 0.2982 1.1627
58 C 4.2286 -1.1417 1.2321
59 N 3.6583 -1.8577 0.0828
60 C 2.2243 -1.6358 0.0555
61 C 4.2483 -1.2890 -1.1373
62 H 2.0842 0.1065 2.0421
63 H 2.3024 1.5672 1.0660
64 H 2.3130 1.4139 -1.3535
65 H 2.1329 -0.1617 -2.1415
66 H 4.3468 1.8877 -0.1448
67 H 5.6266 0.6609 -0.0595
68 H 3.7984 -1.5395 2.1526
69 H 5.3059 -1.3075 1.2456
70 H 1.7716 -2.0275 0.9682
71 H 1.7904 -2.1436 -0.8076
72 H 3.8334 -1.7987 -2.0084
73 H 5.3256 -1.4530 -1.1127
74 O -0.3734 0.2099 -4.2789
75 C -0.3475 0.2738 -3.0970
76 N -0.3108 0.3339 -1.9087

The value obtained for the molar mass is 699.60 g/mol. The energy comes out at -90902.977 eV. As for the expectation value of S²: 3.775. The value obtained for the LUMO energy (alpha / beta) is -0.645 / -0.890 eV. Its spin multiplicity is 4. As for the net charge: 0. The energy above the lowest of the compared OMol25 structures with the same formula, charge and spin is 2.14 kJ/mol.